1.
C16H20N3O9P2SV | the ωB97M-V functional and the def2-TZVPD basis

The geometry in XYZ format:
```
52
Properties=species:S:1:pos:R:3:forces:R:3:lowdin_spin:R:1
V -0.464 -0.287 -0.164 -0.0997 -0.2991 -0.3239 1.060
O -3.030 -1.497 2.201 0.1533 -0.0426 -0.0653 -0.001
P -1.671 -2.249 1.956 -0.3763 -0.3351 0.1799 -0.002
O -1.175 -3.023 3.070 0.0459 0.0475 -0.0385 -0.002
O -0.677 -1.135 1.387 0.1909 0.1156 -0.1617 -0.031
O -1.956 -3.155 0.622 0.1016 0.2854 -0.0700 -0.001
P -1.748 -2.502 -0.828 -0.0953 -0.2813 0.0330 0.003
O -2.700 -3.296 -1.777 -0.0013 0.0035 0.0158 0.000
O -0.293 -2.490 -1.187 0.0074 0.1979 0.0973 0.003
O -2.234 -1.045 -0.727 0.1068 0.1604 0.0043 0.019
H -3.326 -0.961 1.446 -0.0493 0.0199 0.0331 0.000
H -2.671 -4.260 -1.714 -0.0100 0.0132 0.0047 0.000
C 0.651 0.867 -4.380 -0.0284 0.0517 0.0189 -0.001
S 0.168 -0.491 -3.338 -0.0370 -0.2227 0.0432 -0.001
C 1.746 -1.302 -3.161 0.0010 -0.0082 0.0773 0.000
O -0.053 0.228 -1.985 0.1329 0.1790 0.1450 -0.010
H 0.942 0.462 -5.349 -0.0069 -0.0163 0.0013 0.000
H 1.476 1.400 -3.911 0.0028 0.0175 -0.0259 0.000
H -0.216 1.514 -4.497 0.0051 0.0005 -0.0049 0.000
H 2.039 -1.686 -4.137 -0.0244 0.0078 -0.0180 0.000
H 1.591 -2.122 -2.464 0.0148 0.0019 -0.0248 0.000
H 2.478 -0.585 -2.788 0.0047 0.0000 -0.0157 0.000
C -0.885 1.606 0.403 -0.0333 0.0643 0.0005 -0.039
C -2.256 1.671 0.975 -0.0255 0.0471 0.0438 0.004
C -2.433 1.701 2.359 0.0396 -0.0007 -0.0207 -0.006
C -3.699 1.750 2.913 -0.0088 -0.0051 0.0361 0.002
C -4.815 1.759 2.080 -0.0101 0.0006 0.0010 -0.006
C -4.654 1.725 0.696 -0.0499 -0.0018 -0.0190 0.002
C -3.384 1.683 0.152 0.0398 -0.0088 0.0019 -0.005
C -6.138 1.805 2.645 0.0405 -0.0066 -0.0098 -0.001
N -7.195 1.839 3.092 -0.0028 0.0016 -0.0028 -0.003
H -0.122 1.885 1.132 -0.0094 0.0149 0.0031 0.004
H -0.765 2.196 -0.508 -0.0478 0.0063 -0.0050 -0.002
H -1.566 1.683 3.008 -0.0145 0.0012 0.0162 0.000
H -3.830 1.775 3.986 0.0048 -0.0016 -0.0015 0.000
H -5.527 1.736 0.058 0.0105 0.0013 -0.0109 0.000
H -3.262 1.653 -0.924 -0.0208 0.0011 -0.0036 0.000
N 6.456 0.934 1.230 0.0331 0.0026 -0.0242 0.000
C 5.850 -0.178 0.749 -0.0194 0.0704 0.0506 0.000
O 6.428 -1.182 0.404 0.0005 -0.0417 -0.0031 0.000
C 4.346 -0.099 0.612 -0.0024 0.0576 -0.0502 0.003
C 3.605 -1.250 0.829 0.0284 -0.0418 0.0102 -0.001
C 2.238 -1.210 0.651 -0.0087 0.0474 -0.0110 0.004
N 1.605 -0.097 0.244 0.0583 -0.0495 0.0902 0.002
C 2.321 1.012 0.023 -0.0150 0.0285 -0.0171 0.005
C 3.687 1.056 0.204 0.0491 -0.0459 0.0290 0.000
H 7.451 0.893 1.381 0.0028 -0.0221 -0.0047 0.000
H 5.942 1.664 1.691 -0.0211 -0.0156 0.0066 0.000
H 4.098 -2.166 1.126 -0.0070 -0.0005 -0.0022 0.000
H 1.620 -2.081 0.826 -0.0022 -0.0034 -0.0015 0.000
H 1.776 1.884 -0.315 -0.0169 -0.0126 -0.0011 0.000
H 4.230 1.969 0.002 -0.0305 0.0160 -0.0058 0.000
```
Forces are in eV/Å.

**Frontier orbital gap (spin up / spin down)**: 0.247 / 0.266 Ha
**Total charge**: +1
**Spin multiplicity**: 2
**Calculated total energy**: -3488.15520 hartree
**Relative energy (zero: lowest compared OMol25 entry of this formula, charge and spin)**: 0.0 kJ/mol
**M**: 543.3 g mol⁻¹
**⟨S²⟩**: 0.77
**E_LUMO (spin up / spin down)**: -0.1820 / -0.1610 Ha


2.
C25H37N3O4 | the ωB97M-V functional and the def2-TZVPD basis

The geometry in XYZ format:
```
69
Properties=species:S:1:pos:R:3:forces:R:3:nbo_charge:R:1
C 0.037 4.005 1.948 -0.1836 -0.1105 -0.0428 -0.617
C -0.771 3.099 1.021 0.2045 0.3286 -0.1643 -0.027
C -0.655 3.533 -0.438 -0.1452 -0.0852 0.0844 -0.627
N -0.334 1.717 1.173 -0.4472 -0.0249 0.1839 -0.415
C 0.897 1.274 0.856 0.0720 -0.8370 0.1609 0.710
O 1.845 1.926 0.464 0.3904 0.3540 -0.1939 -0.652
C 0.918 -0.227 1.070 -0.1315 0.3489 0.1002 -0.327
C 2.019 -0.802 1.969 -0.0735 -0.1316 0.1564 -0.318
C 2.997 -1.667 1.188 -0.2800 0.5671 0.3191 0.695
O 3.143 -2.860 1.356 -0.0175 -0.4575 0.1359 -0.634
N 3.661 -0.924 0.287 0.3101 0.3192 -0.3797 -0.637
C 4.604 -1.457 -0.672 0.2285 -0.4201 -0.1364 -0.058
C 5.956 -0.745 -0.552 -0.1529 0.0623 0.1279 -0.401
C 5.872 0.709 -1.010 0.2167 -0.1756 -0.2055 -0.404
C 5.347 0.792 -2.440 -0.1957 0.1893 0.1654 -0.397
C 3.976 0.131 -2.541 0.2111 -0.1739 -0.2033 -0.408
C 4.054 -1.328 -2.097 -0.1127 0.0673 0.1585 -0.401
C 1.135 -1.488 3.056 0.4845 -0.3547 -0.0737 0.066
C 0.321 -2.580 2.397 -0.1978 0.0612 0.1566 -0.198
C -0.643 -1.960 1.724 -0.0679 0.0529 0.2739 -0.192
C -0.349 -0.491 1.927 0.0743 -0.1085 -0.3901 0.217
O 0.160 -0.473 3.257 -0.0479 0.4848 0.0317 -0.505
C -1.255 0.696 1.638 0.1646 -0.0547 -0.0477 -0.134
C -2.300 0.340 0.565 0.0982 0.1275 0.6542 0.678
O -2.130 0.592 -0.607 0.1279 0.0277 -0.3988 -0.625
N -3.382 -0.274 1.079 -0.2811 -0.1771 0.2527 -0.615
C -4.508 -0.766 0.290 0.2082 0.1326 -0.3999 -0.038
C -4.069 -1.856 -0.691 -0.2279 -0.1433 0.1669 -0.416
C -5.269 -2.372 -1.479 0.1824 0.1088 -0.1868 -0.395
C -5.948 -1.230 -2.227 -0.2366 -0.1380 0.1923 -0.397
C -6.383 -0.141 -1.251 0.1894 0.1012 -0.1771 -0.395
C -5.184 0.380 -0.467 -0.2572 -0.1164 0.1604 -0.416
H 1.084 3.981 1.659 0.0797 0.0221 -0.0074 0.233
H -0.049 3.669 2.980 0.0029 0.0117 0.1195 0.208
H -0.325 5.027 1.879 -0.0340 0.1310 0.0133 0.210
H -1.827 3.120 1.317 0.1066 -0.0354 -0.0209 0.195
H -1.199 2.837 -1.071 -0.0286 0.0062 -0.0665 0.236
H -1.066 4.530 -0.564 -0.0328 0.1412 -0.0164 0.206
H 0.389 3.538 -0.737 0.0810 0.0386 -0.0338 0.229
H 0.870 -0.723 0.097 -0.0257 0.0942 0.0393 0.248
H 2.569 0.010 2.454 -0.0275 -0.0470 -0.0954 0.245
H 3.430 0.056 0.205 -0.1502 0.0209 0.1614 0.417
H 4.719 -2.516 -0.416 -0.0102 0.1933 -0.0545 0.235
H 6.681 -1.277 -1.171 0.0657 -0.0334 -0.0234 0.202
H 6.297 -0.795 0.484 0.0373 -0.0826 -0.0034 0.213
H 5.210 1.273 -0.349 -0.0053 0.1087 0.0772 0.197
H 6.862 1.165 -0.950 -0.0408 0.0678 0.0884 0.210
H 6.044 0.285 -3.112 0.0569 0.0043 -0.0698 0.191
H 5.279 1.836 -2.751 0.0595 0.0030 -0.0732 0.209
H 3.263 0.677 -1.920 -0.1076 0.0739 0.0008 0.203
H 3.615 0.177 -3.571 -0.0948 0.0462 0.0358 0.211
H 4.714 -1.877 -2.773 0.0211 -0.0522 -0.0609 0.202
H 3.066 -1.791 -2.144 0.0211 -0.0878 -0.0093 0.211
H 1.650 -1.741 3.977 -0.0279 0.0314 0.0070 0.216
H 0.556 -3.622 2.460 0.0306 -0.2735 -0.1180 0.237
H -1.397 -2.354 1.072 -0.1334 -0.2088 -0.2221 0.217
H -1.748 1.030 2.559 -0.0068 -0.0843 -0.0824 0.226
H -3.378 -0.488 2.063 0.0514 0.0783 -0.0198 0.402
H -5.222 -1.192 1.003 0.0538 0.0321 -0.0331 0.197
H -3.601 -2.677 -0.142 0.0654 0.0153 0.0124 0.203
H -3.331 -1.433 -1.373 0.0603 -0.0083 0.0120 0.226
H -4.940 -3.137 -2.183 -0.0437 -0.0763 0.0432 0.213
H -5.983 -2.833 -0.792 -0.0583 -0.0830 0.0041 0.191
H -6.814 -1.607 -2.775 0.0248 0.0199 -0.0857 0.208
H -5.249 -0.806 -2.950 0.0204 0.0213 -0.1009 0.199
H -6.851 0.682 -1.793 -0.0823 0.0056 0.0499 0.212
H -7.124 -0.549 -0.558 -0.1031 0.0000 0.0130 0.190
H -5.498 1.150 0.242 0.0517 0.0364 0.0157 0.207
H -4.458 0.821 -1.151 0.0161 0.0444 0.0227 0.228
```
Forces are in eV/Å.

**SMILES string**: CC(C)N1C(=O)[C@H]2[C@H](C(=O)NC3CCCCC3)[C@@H]3C=C[C@]2(O3)[C@@H]1C(=O)NC1CCCCC1
**Frontier orbital gap**: 0.361 Ha
**Calculated total energy**: -1440.13113 hartree
**Relative energy (zero: lowest compared OMol25 entry of this formula, charge and spin)**: 107.0 kJ/mol
**M**: 443.6 g mol⁻¹
**E_LUMO**: 0.0200 Ha


3.
C30H33AlBr2F7N5NaO4P2S3 | the ωB97M-V functional and the def2-TZVPD basis

The geometry in XYZ format:
```
88
Properties=species:S:1:pos:R:3:forces:R:3:mulliken_charge:R:1
N 5.571 -2.336 3.127 -0.6840 0.3803 -0.1783 -0.320
C 5.484 -1.625 1.844 0.5165 0.6065 0.6746 -0.296
O 6.413 -1.669 1.087 -0.8549 -0.0834 0.0628 -0.515
C 4.161 -0.835 1.636 0.4598 -0.2834 -0.5315 1.344
C 3.803 -0.756 0.097 0.0367 -0.4639 0.3003 -0.289
N 2.391 -1.240 -0.033 -0.1363 0.9564 -2.0883 1.172
C 2.267 -2.178 -1.140 -0.1297 -2.9662 -1.5340 -0.711
C 2.438 -3.623 -0.834 0.4242 0.1545 -2.1879 0.407
P 2.812 -4.277 0.867 -1.0304 0.1903 -0.8714 0.305
S 1.141 -4.615 1.805 0.2494 -0.0701 0.6700 -0.396
C 2.358 -4.643 -1.895 0.0033 1.6568 -0.6974 -0.762
C 2.119 -4.287 -3.309 0.1282 2.2249 2.5819 -0.701
C 1.953 -2.862 -3.605 0.3188 -1.0440 1.5511 -0.651
C 2.031 -1.846 -2.536 0.0033 -0.9740 0.6733 0.958
S 1.864 -0.077 -2.980 -0.3516 -0.6589 1.0381 -0.306
C 1.213 0.621 -1.425 -0.3811 -0.0275 0.5881 1.153
C 0.377 1.847 -1.476 -0.0856 -1.2074 2.6621 0.452
S -0.019 2.668 -3.040 0.2093 -0.2205 0.1165 -0.107
C -0.108 2.395 -0.196 0.4858 -1.2473 0.3098 0.500
C -0.939 3.693 -0.202 -0.4036 1.9323 -0.1610 -0.503
C -2.394 3.762 0.028 2.3696 1.6368 -0.5788 -0.211
C -3.002 5.094 0.028 -0.0011 -1.3758 0.1393 -0.629
N -2.380 6.292 -0.154 1.2578 -2.3838 -0.1901 -0.602
C -1.041 6.190 -0.400 1.1529 -0.8697 0.0242 -0.353
C -0.232 4.973 -0.445 -3.0307 -0.2954 0.6298 -0.389
C 0.182 1.733 1.111 0.6124 -0.4342 -2.1983 0.240
C -0.339 2.333 2.450 0.6210 -0.7834 0.6502 -1.017
C -1.405 1.448 3.210 -0.8028 1.3837 0.3003 -0.883
C -2.857 1.527 2.564 1.1257 -1.0393 0.4452 -0.032
C -3.817 0.769 3.559 0.6542 0.3735 -1.1902 -0.856
N -5.168 0.649 2.968 1.8634 -0.5551 1.4197 0.326
C -5.870 -0.460 3.321 -3.2819 1.6334 -2.5778 -0.206
C -7.171 -0.300 2.568 2.0529 1.6642 -0.2375 -0.637
C -7.042 0.993 1.778 2.5686 0.0632 0.9891 -0.588
C -5.741 1.594 2.079 -3.9854 -3.0846 -0.1650 -0.203
C 1.016 0.514 1.073 -1.0949 1.8162 -1.6213 -0.044
O 1.311 -0.084 2.345 0.3359 0.8992 -1.6956 -0.306
N 0.511 -1.199 2.501 0.1786 -1.2651 0.8342 0.196
O 0.950 -1.891 3.350 -0.3549 0.5535 -0.3325 -0.351
C 1.548 -0.065 -0.183 -2.0676 2.0337 1.4781 -1.633
H 5.534 -1.619 3.861 0.3367 -0.2358 -0.1615 0.377
H 6.438 -2.877 3.165 -0.1364 0.5107 -0.0037 0.235
H 4.218 0.239 2.015 0.2259 -1.8586 -0.0246 -0.394
H 3.370 -1.343 2.246 0.4832 0.6932 -0.7767 -0.261
H 4.451 -1.427 -0.540 -0.3475 0.9310 0.7619 0.520
H 3.847 0.312 -0.267 0.3327 -1.1479 0.2661 0.203
H 3.681 -3.378 1.580 -0.1424 -0.5152 -0.7700 0.027
H 3.572 -5.493 0.756 0.0240 0.8985 -0.3098 0.149
H 2.512 -5.725 -1.645 -0.1414 1.2398 -0.1581 0.219
H 2.095 -5.083 -4.089 0.0242 0.9859 0.7488 0.352
H 1.796 -2.564 -4.674 0.2264 -0.0699 1.3056 0.328
H -1.392 2.586 -3.205 0.9431 -0.0638 0.8043 0.142
H -2.954 2.812 0.192 0.3360 1.1828 -0.2219 0.722
H -4.111 5.132 0.208 1.2125 0.1002 -0.2010 0.327
H -0.491 7.156 -0.565 -0.7393 -0.9724 0.1703 0.331
H 0.857 5.047 -0.655 -1.0354 -0.2406 0.2050 0.384
H 0.556 2.429 3.139 -0.8308 -0.1027 -0.7231 0.417
H -0.763 3.365 2.362 0.4508 -0.9452 -0.3764 0.438
H -1.526 1.921 4.233 0.3480 -0.5924 -0.9360 0.452
H -1.082 0.390 3.378 -0.3685 0.9405 -0.3419 0.287
H -3.169 2.578 2.339 0.3921 -0.8309 0.5339 0.322
H -2.775 0.985 1.580 -0.4861 0.3753 0.8079 0.302
H -3.407 -0.274 3.669 -0.6123 1.0797 0.3454 0.386
H -3.859 1.292 4.553 0.0358 -0.5876 -0.8995 0.100
H -5.540 -1.293 4.020 0.2686 0.9052 0.2254 0.444
H -8.037 -0.988 2.579 1.2796 0.3043 -0.4173 0.532
H -7.765 1.456 1.076 0.4927 -0.6500 0.8240 0.369
H -5.295 2.539 1.719 -0.2182 -1.0453 0.5872 0.340
F 4.608 -3.074 -4.919 -0.8289 0.5160 -1.6036 -0.309
P 5.830 -2.418 -4.061 0.5030 -0.1353 -0.3902 0.916
F 6.101 -1.483 -5.360 -0.9422 1.4114 -0.5163 -0.342
F 4.753 -1.282 -3.611 -1.8044 0.4398 -0.4024 -0.258
F 6.286 -2.049 -2.541 1.4435 -0.1284 0.9455 -0.329
F 7.406 -2.659 -4.367 0.9722 -1.3613 0.5106 -0.334
F 5.799 -3.967 -3.560 0.5030 -0.7502 1.6256 -0.341
Al 4.454 2.210 2.251 -0.0209 0.7273 0.1488 0.028
C -3.404 -0.317 -4.777 0.9543 -3.1375 1.3983 -1.479
C -2.666 0.753 -4.041 0.7872 -1.3644 -1.2856 0.412
O -3.439 1.852 -4.124 -1.1259 0.3314 -0.9592 -0.598
H -3.541 -0.011 -5.834 1.1427 -0.2990 0.4495 0.374
H -2.850 -1.268 -4.773 -0.1113 -0.1008 -0.1497 0.372
H -4.379 -0.515 -4.331 0.1875 0.0544 0.1548 0.462
H -1.656 0.786 -4.484 -0.1309 0.6614 -0.1882 0.319
H -2.456 0.327 -3.042 -0.7321 0.4811 0.3829 0.255
Br -4.845 1.307 -5.985 -1.0409 3.0846 0.1562 -0.078
Na 3.561 -3.219 4.450 -0.4194 -0.0460 -0.4513 0.740
Br -9.799 0.411 2.961 -0.7194 0.3642 0.3664 -0.508
F -4.915 -1.785 5.574 0.0770 0.1361 -0.5581 -0.906
```
Forces are in eV/Å.

**Frontier orbital gap**: 0.043 Ha
**Total charge**: -1
**Calculated total energy**: -9866.34018 hartree
**Relative energy (zero: lowest compared OMol25 entry of this formula, charge and spin)**: 0.0 kJ/mol
**M**: 1028.5 g mol⁻¹
**E_LUMO**: -0.0727 Ha


4.
C2HBr2N3 | the ωB97M-V functional and the def2-TZVPD basis

The geometry in XYZ format:
```
8
Properties=species:S:1:pos:R:3:forces:R:3:lowdin_spin:R:1
C -0.583 -0.602 0.702 0.3992 0.7217 0.5232 0.108
C 0.717 1.006 0.185 -1.1111 -0.2174 0.7551 0.152
N 0.000 0.443 1.229 -0.3748 -0.3179 1.5104 0.065
N 0.492 0.371 -0.925 2.0005 1.0347 -1.7508 -0.016
N -0.240 -0.656 -0.620 1.3451 3.0059 3.2107 0.514
Br 1.736 2.569 0.340 -0.4563 -0.7430 -0.0308 0.068
Br -0.838 -1.762 -1.967 -2.3176 -4.1579 -4.6861 1.108
H -1.284 -1.368 1.055 0.5149 0.6739 0.4683 0.000
```
Forces are in eV/Å.

**Frontier orbital gap (spin up / spin down)**: 0.267 / 0.232 Ha
**Spin multiplicity**: 3
**Calculated total energy**: -5388.92385 hartree
**Relative energy (zero: lowest compared OMol25 entry of this formula, charge and spin)**: 0.0 kJ/mol
**M**: 226.9 g mol⁻¹
**⟨S²⟩**: 2.01
**E_LUMO (spin up / spin down)**: 0.0231 / -0.1459 Ha


Which value of relative energy (zero: lowest compared OMol25 entry of this formula, charge and spin) does entry 3 give?
0.0 kJ/mol